No. 1
The molecule C4H7NO. Source: the Open Molecules 2025 dataset; level of theory: ωB97M-V/def2-TZVPD.

Results
SMILES = C[C@H]1CN=CO1
HOMO-LUMO gap = 0.3883 Ha
HOMO level = -9.55 eV

Geometry as XYZ:
```
13
C4H7NO (ωB97M-V/def2-TZVPD)
C 0.12 -1.60 0.34
C -0.07 -0.34 -0.49
C -0.95 0.75 0.17
N -0.11 1.94 0.24
C 1.02 1.59 -0.22
O 1.21 0.33 -0.65
H 0.80 -2.30 -0.15
H 0.52 -1.34 1.32
H -0.85 -2.09 0.48
H -0.42 -0.60 -1.50
H -1.86 0.96 -0.41
H -1.27 0.46 1.18
H 1.89 2.23 -0.29
```

---

No. 2
A structure of composition C30H35N4Tl. Source: the Open Molecules 2025 dataset; level of theory: ωB97M-V/def2-TZVPD.

Results
net charge = +2
HOMO-LUMO gap (alpha / beta) = 0.2234 / 0.2117 Ha
HOMO level (alpha / beta) = -14.20 / -14.14 eV

Geometry as XYZ:
```
70
C30H35N4Tl (ωB97M-V/def2-TZVPD)
Tl 0.08 0.16 -0.56
C 3.51 -0.40 0.31
N 2.46 0.63 0.26
C 2.81 1.84 0.08
C 1.84 2.89 -0.09
C 2.06 4.31 -0.02
C 0.83 4.88 -0.06
C -0.11 3.78 -0.23
N 0.50 2.61 -0.26
C 4.08 -0.74 -1.06
C 3.26 -0.94 -2.17
C 3.80 -1.32 -3.39
C 5.18 -1.47 -3.52
C 6.00 -1.26 -2.42
C 5.45 -0.89 -1.20
H 3.08 -1.28 0.78
H 4.33 -0.05 0.94
H 3.86 2.14 0.08
H 3.02 4.79 0.10
H 0.58 5.92 -0.04
H -1.18 3.87 -0.39
H 2.18 -0.81 -2.10
H 3.15 -1.48 -4.24
H 5.60 -1.72 -4.48
H 7.07 -1.39 -2.51
H 6.10 -0.74 -0.34
C -6.72 -2.08 -1.22
C -6.40 -1.26 0.04
C -6.65 -2.11 1.30
C -7.31 -0.04 0.08
C -4.92 -0.88 0.01
C -4.49 0.44 0.05
C -3.13 0.71 -0.01
N -2.22 -0.26 -0.08
C -2.61 -1.54 -0.10
C -3.95 -1.87 -0.06
C -1.52 -2.58 -0.17
C -1.79 -3.92 -0.06
C -0.78 -4.88 -0.14
C 0.52 -4.41 -0.33
C 0.74 -3.05 -0.43
N -0.25 -2.16 -0.36
C -1.12 -6.36 -0.07
C 0.13 -7.24 -0.08
C -1.91 -6.64 1.22
C -1.98 -6.70 -1.30
H -7.78 -2.34 -1.22
H -6.16 -3.02 -1.26
H -6.51 -1.51 -2.12
H -7.70 -2.37 1.35
H -6.39 -1.56 2.20
H -6.08 -3.04 1.28
H -8.35 -0.37 0.10
H -7.18 0.59 -0.80
H -7.15 0.56 0.98
H -5.18 1.27 0.11
H -2.76 1.73 0.01
H -4.25 -2.91 -0.10
H -2.80 -4.25 0.11
H 1.36 -5.08 -0.41
H 1.74 -2.67 -0.59
H 0.79 -7.02 0.77
H 0.69 -7.14 -1.01
H -0.17 -8.28 0.00
H -1.34 -6.34 2.10
H -2.12 -7.70 1.29
H -2.87 -6.11 1.24
H -1.46 -6.45 -2.22
H -2.93 -6.17 -1.28
H -2.20 -7.77 -1.30
```

---

No. 3
A cluster of 2 separate species, C3H2BrClF2 in total in a non-equilibrium geometry. Source: the Open Molecules 2025 dataset; level of theory: ωB97M-V/def2-TZVPD.

Results
SMILES = FC1(F)C=C1Cl.Br
HOMO-LUMO gap = 0.4088 Ha
HOMO level = -10.63 eV

Geometry as XYZ:
```
9
C3H2BrClF2 (ωB97M-V/def2-TZVPD)
F 0.70 -2.22 3.10
C 1.01 -0.85 2.86
F 1.99 -0.50 3.74
C 0.85 -0.17 1.58
C -0.07 0.09 2.48
Cl -1.42 0.85 3.03
H 1.21 -0.38 0.63
Br -0.70 2.56 -1.83
H -1.80 3.39 -2.12
```

---

No. 4
A structure of composition C24H29BN2O3S. Source: the Open Molecules 2025 dataset; level of theory: ωB97M-V/def2-TZVPD.

Results
HOMO-LUMO gap = 0.3091 Ha
HOMO level = -8.76 eV

Geometry as XYZ:
```
60
C24H29BN2O3S (ωB97M-V/def2-TZVPD)
C -1.36 -5.47 1.81
C -1.33 -4.47 0.66
O -0.04 -4.18 0.17
C 0.85 -3.68 1.15
C 1.95 -2.90 0.47
C 3.23 -3.32 0.62
C 4.28 -2.57 0.01
N 5.58 -2.81 0.10
S 6.30 -1.62 -0.73
N 5.03 -0.80 -1.23
C 3.94 -1.42 -0.78
C 2.58 -1.02 -0.97
C 2.24 0.21 -1.77
C 2.36 0.07 -3.31
O 3.35 -0.84 -3.73
C 1.61 -1.75 -0.34
B 0.09 -1.34 -0.51
C -0.72 -0.52 0.57
O -0.56 -1.64 -1.68
H -2.35 -5.92 1.92
H -1.11 -4.99 2.76
H -0.64 -6.29 1.66
H -1.82 -3.54 0.99
H -1.90 -4.87 -0.18
H 1.29 -4.48 1.74
H 0.32 -3.02 1.85
H 3.47 -4.19 1.21
H 2.89 1.02 -1.43
H 1.22 0.54 -1.56
H 1.40 -0.22 -3.73
H 2.58 1.07 -3.70
H 4.20 -0.39 -3.72
H -1.38 -1.22 1.08
H -1.31 0.24 0.04
H -0.03 -0.06 1.27
H -0.04 -2.25 -2.22
C -3.15 1.54 2.46
C -2.10 1.76 3.34
C -1.97 2.99 3.97
C -2.90 4.00 3.72
C -3.95 3.77 2.85
C -4.08 2.55 2.22
H -3.25 0.58 1.97
H -1.37 0.98 3.53
H -1.15 3.17 4.65
H -2.80 4.96 4.22
H -4.67 4.56 2.66
H -4.89 2.37 1.53
C -1.93 3.34 -1.43
C -1.20 2.45 -2.20
C -0.10 2.90 -2.91
C 0.28 4.23 -2.84
C -0.45 5.12 -2.07
C -1.56 4.67 -1.36
H -2.80 2.99 -0.87
H -1.50 1.41 -2.25
H 0.47 2.20 -3.52
H 1.15 4.58 -3.39
H -0.15 6.16 -2.01
H -2.13 5.37 -0.75
```

---

No. 5
A cluster of 4 separate species, H8O4 in total in a non-equilibrium geometry. Source: the Open Molecules 2025 dataset; level of theory: ωB97M-V/def2-TZVPD.

Results
SMILES = O.O.O.O
HOMO-LUMO gap = 0.4086 Ha
HOMO level = -10.79 eV

Geometry as XYZ:
```
12
H8O4 (ωB97M-V/def2-TZVPD)
O 0.87 1.22 2.44
H 0.31 0.87 1.74
H 1.63 0.64 2.54
O -0.37 -2.25 -1.15
H -0.54 -3.09 -0.74
H 0.35 -1.95 -0.64
O -0.80 0.03 0.55
H -0.75 0.72 -0.10
H -0.90 -0.70 -0.02
O -0.30 1.58 -1.50
H 0.43 2.05 -1.05
H 0.07 0.88 -2.06
```